Formula: C66H164As2F18N10O13S2
Source: OMol25
Level of theory: ωB97M-V with the def2-TZVPD basis set

- M (g/mol) = 1862.04
- LUMO (Ha) = -0.2885
- HOMO-LUMO gap (eV) = 8.02
- charge = +6

CARTESIAN COORDINATES (ANGSTROEM)
C -14.899 -10.604 10.582
F -15.265 -11.865 10.791
F -15.786 -10.009 9.853
F -14.956 -9.978 11.758
S -13.124 -10.422 9.787
O -12.253 -11.293 10.591
O -13.320 -10.775 8.380
N -12.818 -8.663 9.989
S -11.255 -8.709 9.891
O -10.518 -9.285 11.075
O -10.778 -9.166 8.561
C -10.723 -6.886 9.971
F -11.221 -6.322 8.869
F -11.189 -6.426 11.121
F -9.441 -6.707 9.970
C -23.867 -8.640 12.753
C -24.556 -7.345 12.166
N -25.645 -6.616 13.028
C -24.828 -6.131 14.239
C -26.101 -5.409 12.182
C -26.947 -5.760 10.931
C -26.749 -7.603 13.387
C -27.984 -7.105 14.090
O -27.700 -6.134 15.084
C -28.907 -5.622 15.697
H -23.237 -8.401 13.609
H -23.141 -9.006 12.027
H -24.468 -9.483 13.096
H -25.123 -7.521 11.252
H -23.785 -6.652 11.828
H -24.086 -5.459 13.809
H -24.404 -6.961 14.805
H -25.450 -5.490 14.864
H -25.189 -4.942 11.810
H -26.553 -4.704 12.880
H -26.582 -6.385 10.116
H -27.291 -4.849 10.441
H -27.815 -6.261 11.361
H -26.313 -8.402 13.988
H -27.050 -8.084 12.457
H -28.627 -7.921 14.421
H -28.555 -6.622 13.297
H -28.713 -4.746 16.315
H -29.447 -6.424 16.202
H -29.594 -5.143 14.999
C -10.792 -12.498 18.767
C -9.929 -13.427 17.944
N -10.718 -14.196 16.893
C -11.631 -13.330 16.058
C -9.771 -14.880 15.839
C -8.683 -15.761 16.443
C -11.708 -15.261 17.523
C -12.306 -16.452 16.639
O -13.063 -15.977 15.512
C -13.420 -16.973 14.663
H -11.806 -12.837 18.982
H -10.869 -11.529 18.274
H -10.107 -12.484 19.615
H -9.288 -14.106 18.506
H -9.271 -12.804 17.339
H -12.279 -12.750 16.716
H -12.335 -13.899 15.450
H -10.978 -12.697 15.457
H -9.135 -14.212 15.258
H -10.464 -15.381 15.163
H -8.995 -16.747 16.786
H -8.027 -15.362 17.216
H -7.962 -16.034 15.672
H -12.358 -14.755 18.237
H -11.020 -15.822 18.155
H -12.950 -17.112 17.221
H -11.500 -17.116 16.329
H -13.948 -16.555 13.806
H -14.111 -17.717 15.060
H -12.513 -17.416 14.252
C -18.941 -12.039 2.913
C -20.392 -11.444 2.636
N -21.514 -12.335 3.220
C -21.282 -12.476 4.746
C -22.887 -11.604 2.869
C -23.257 -10.377 3.803
C -21.611 -13.770 2.519
C -21.784 -13.706 1.010
O -23.085 -13.399 0.634
C -23.334 -13.330 -0.748
H -18.843 -12.103 3.996
H -18.087 -11.455 2.569
H -18.740 -13.063 2.597
H -20.542 -11.283 1.569
H -20.600 -10.505 3.149
H -20.979 -11.522 5.178
H -20.476 -13.206 4.810
H -22.190 -12.955 5.113
H -23.641 -12.369 3.054
H -23.026 -11.303 1.831
H -23.481 -10.541 4.857
H -24.243 -10.066 3.457
H -22.550 -9.547 3.802
H -22.465 -14.300 2.941
H -20.712 -14.306 2.824
H -21.591 -14.678 0.554
H -21.001 -13.089 0.570
H -22.558 -12.772 -1.272
H -24.236 -12.768 -0.989
H -23.404 -14.306 -1.227
C -5.222 -9.856 4.241
C -4.253 -10.180 3.051
N -4.898 -11.134 2.023
C -3.738 -11.298 1.003
C -5.091 -12.571 2.602
C -5.533 -13.613 1.595
C -6.243 -10.436 1.514
C -6.084 -9.287 0.502
O -5.221 -8.207 0.943
C -5.424 -6.919 0.351
H -5.638 -8.855 4.125
H -4.832 -9.808 5.258
H -6.110 -10.482 4.323
H -3.305 -10.562 3.428
H -3.927 -9.247 2.592
H -2.931 -11.944 1.349
H -3.285 -10.362 0.675
H -4.035 -11.769 0.066
H -5.889 -12.625 3.342
H -4.177 -12.861 3.120
H -6.600 -13.613 1.374
H -5.238 -14.555 2.059
H -4.963 -13.576 0.667
H -6.735 -10.038 2.401
H -6.744 -11.264 1.012
H -7.061 -8.807 0.460
H -6.006 -9.644 -0.525
H -4.970 -6.872 -0.639
H -4.819 -6.242 0.954
H -6.471 -6.647 0.485
C -3.420 -2.719 15.576
C -4.694 -3.655 15.827
N -4.368 -5.078 16.252
C -3.334 -5.161 17.415
C -5.668 -5.694 16.919
C -6.883 -5.875 16.024
C -4.044 -5.870 14.932
C -3.491 -7.315 15.234
O -4.523 -8.054 15.834
C -4.333 -9.462 15.819
H -3.754 -1.712 15.329
H -2.778 -3.138 14.801
H -2.757 -2.800 16.438
H -5.246 -3.654 14.887
H -5.358 -3.140 16.521
H -3.703 -4.465 18.169
H -2.365 -4.880 17.003
H -3.391 -6.179 17.800
H -5.949 -5.182 17.840
H -5.498 -6.731 17.209
H -6.736 -6.593 15.217
H -7.101 -4.915 15.555
H -7.767 -6.208 16.567
H -3.259 -5.226 14.534
H -4.876 -5.855 14.228
H -2.625 -7.352 15.895
H -3.018 -7.700 14.330
H -4.734 -9.802 14.865
H -4.937 -9.985 16.561
H -3.285 -9.758 15.868
C -25.055 -19.910 16.833
C -25.021 -18.381 16.747
N -24.233 -17.683 15.593
C -24.806 -18.243 14.297
C -24.410 -16.133 15.649
C -23.744 -15.433 16.876
C -22.731 -18.113 15.660
C -21.833 -17.317 14.699
O -22.199 -17.471 13.353
C -21.522 -16.664 12.365
H -24.109 -20.349 17.150
H -25.368 -20.415 15.919
H -25.708 -20.281 17.623
H -24.647 -17.919 17.661
H -26.048 -18.017 16.713
H -24.353 -17.717 13.456
H -25.864 -18.023 14.440
H -24.525 -19.296 14.290
H -25.494 -16.046 15.576
H -23.914 -15.763 14.752
H -22.684 -15.643 17.018
H -24.304 -15.816 17.728
H -24.009 -14.377 16.834
H -22.693 -19.195 15.534
H -22.406 -17.801 16.652
H -20.847 -17.669 15.004
H -21.780 -16.263 14.971
H -21.639 -15.595 12.543
H -21.996 -16.820 11.396
H -20.452 -16.826 12.231
C -10.935 -21.231 8.877
C -10.287 -19.847 8.610
N -9.080 -19.790 7.632
C -7.958 -20.683 8.265
C -9.448 -20.295 6.190
C -8.190 -20.523 5.276
C -8.486 -18.294 7.635
C -9.368 -17.195 7.101
O -9.480 -17.240 5.734
C -10.372 -16.248 5.272
H -11.187 -21.894 8.050
H -11.865 -21.121 9.433
H -10.290 -21.910 9.434
H -10.029 -19.424 9.581
H -10.947 -19.167 8.070
H -8.264 -21.722 8.387
H -7.583 -20.321 9.222
H -7.118 -20.620 7.573
H -10.078 -19.484 5.824
H -10.018 -21.221 6.263
H -8.577 -20.738 4.280
H -7.527 -21.329 5.592
H -7.609 -19.614 5.124
H -7.586 -18.417 7.033
H -8.248 -18.085 8.678
H -8.775 -16.292 7.245
H -10.347 -17.151 7.579
H -11.389 -16.506 5.569
H -10.192 -16.087 4.209
H -10.188 -15.298 5.775
C -15.730 -4.768 13.854
C -17.025 -4.725 13.009
C -17.867 -3.351 13.252
O -18.971 -3.446 12.345
C -19.644 -2.240 12.190
N -16.689 -4.777 11.509
H -16.068 -4.017 11.270
H -16.114 -5.588 11.333
H -17.440 -4.736 10.835
H -15.146 -3.871 13.648
H -15.131 -5.654 13.644
H -15.979 -4.719 14.914
H -17.593 -5.647 13.137
H -17.255 -2.489 12.986
H -18.062 -3.260 14.321
H -20.067 -1.924 13.144
H -20.577 -2.409 11.653
H -19.044 -1.442 11.753
C -13.691 -6.237 2.256
C -12.661 -6.595 3.394
C -11.273 -5.900 3.130
O -11.236 -4.506 3.429
C -10.013 -3.878 3.775
N -13.217 -5.963 4.653
H -13.039 -4.972 4.733
H -14.215 -6.088 4.745
H -12.881 -6.525 5.422
H -14.507 -6.944 2.106
H -13.167 -6.313 1.303
H -13.930 -5.185 2.102
H -12.625 -7.672 3.559
H -11.102 -6.133 2.079
H -10.489 -6.408 3.691
H -9.336 -3.692 2.942
H -9.546 -4.442 4.583
H -10.242 -2.925 4.251
As -19.205 -9.372 18.920
F -17.516 -9.559 19.392
F -19.558 -11.039 19.508
F -20.948 -9.141 18.496
F -18.895 -7.720 18.337
F -19.016 -9.967 17.287
F -19.569 -8.659 20.518
As -14.270 0.273 7.717
F -13.780 -0.981 8.862
F -14.176 -1.014 6.345
F -14.736 1.468 6.478
F -14.405 1.375 9.123
F -12.604 0.846 7.469
F -16.034 -0.135 7.861

Forces on atoms 1 to 3 (eV/Å):
1.41 0.61 1.17
0.50 -0.17 -0.46
-1.21 0.51 -1.82